[1]
{
  "formula": "C4H13NO",
  "method": "the ωB97M-V functional and the def2-TZVPD basis",
  "homo_lumo_gap_ev": 10.16,
  "smiles": "CCNCC.O",
  "relative_energy_kj_mol": 26.75,
  "lumo_ev": 1.045,
  "symbols": ["C", "C", "N", "C", "C", "H", "H", "H", "H", "H", "H", "H", "H", "H", "H", "H", "O", "H", "H"],
  "xyz": [[0.5424, -2.0811, 0.9518], [0.8690, -0.7845, 0.2595], [-0.1062, 0.2409, 0.5769], [0.3072, 1.5984, 0.2752], [0.1877, 1.9344, -1.1997], [0.4278, -1.9174, 2.0207], [1.3360, -2.8040, 0.7802], [-0.3816, -2.5134, 0.5530], [1.8880, -0.4365, 0.5028], [0.9045, -0.9003, -0.8256], [-0.4485, 0.1446, 1.5214], [-0.2734, 2.3178, 0.8440], [1.3249, 1.7889, 0.6375], [0.4815, 1.1342, -1.8824], [-0.8520, 2.1959, -1.4510], [0.7608, 2.8218, -1.4906], [-2.3051, -1.2984, -0.7396], [-1.5783, -0.6926, -0.4900], [-3.0846, -0.7486, -0.8440]],
  "mulliken_charge": [-1.210, -0.369, -0.297, -0.511, -1.054, 0.342, 0.369, 0.275, 0.399, 0.250, 0.206, 0.377, 0.306, 0.290, 0.247, 0.368, -0.699, 0.423, 0.288]
}

***

[2]
{
  "formula": "H19O10",
  "method": "the ωB97M-V functional and the def2-TZVPD basis",
  "homo_lumo_gap_ev": 9.87,
  "relative_energy_kj_mol": 137.29,
  "total_charge": -1,
  "lumo_ev": 3.099,
  "symbols": ["O", "H", "O", "H", "H", "O", "H", "H", "O", "H", "H", "O", "H", "H", "O", "H", "H", "O", "H", "H", "O", "H", "H", "O", "H", "H", "O", "H", "H"],
  "xyz": [[0.6998, 0.1899, -0.1292], [-0.2172, -0.0068, -0.2431], [0.3013, -0.5215, 2.5065], [-0.3581, 0.1904, 2.8902], [0.4167, -0.3412, 1.5164], [0.0742, -2.0292, -1.7861], [0.5026, -1.2414, -1.4299], [0.4937, -2.7891, -1.5646], [-0.4678, 2.7028, 0.2215], [-1.3631, 2.5961, -0.1300], [-0.0097, 1.8563, 0.1861], [1.8981, 0.9727, -2.3368], [1.4378, 0.6799, -1.4411], [1.6621, 1.9664, -2.4892], [2.6824, 1.3909, 1.6507], [3.3457, 1.8557, 1.1370], [2.0092, 1.0138, 1.0589], [-2.0266, -1.9345, 2.0444], [-1.2508, -1.4911, 1.9539], [-1.9110, -2.8408, 1.5674], [-2.7933, 1.8879, -1.0792], [-2.6205, 1.0723, -0.7951], [-2.8892, 1.8061, -2.0696], [-2.6414, -0.8003, -0.5708], [-2.7273, -1.3350, 0.3486], [-1.8928, -1.1937, -1.1308], [2.5282, -1.5852, 0.1435], [3.2739, -1.0584, -0.1443], [1.8432, -1.0127, 0.1145]],
  "mulliken_charge": [-0.752, 0.056, -0.802, 0.350, 0.418, -0.671, 0.356, 0.274, -0.748, 0.414, 0.285, -0.761, 0.381, 0.302, -0.670, 0.277, 0.362, -0.761, 0.425, 0.334, -0.662, 0.368, 0.312, -0.776, 0.370, 0.336, -0.664, 0.335, 0.312]
}

***

[3]
{
  "formula": "C10H40Ba2NO10",
  "method": "the ωB97M-V functional and the def2-TZVPD basis",
  "homo_lumo_gap_ev": 3.52,
  "relative_energy_kj_mol": 188.11,
  "total_charge": 3,
  "lumo_ev": -11.717,
  "symbols": ["N", "H", "H", "H", "H", "Ba", "Ba", "O", "C", "C", "O", "H", "H", "H", "H", "C", "O", "H", "H", "H", "H", "C", "O", "H", "H", "H", "H", "C", "O", "H", "H", "H", "H", "C", "O", "H", "H", "H", "H", "C", "O", "H", "H", "H", "H", "C", "O", "H", "H", "H", "H", "C", "O", "H", "H", "H", "H", "C", "O", "H", "H", "H", "H"],
  "xyz": [[-4.9124, -0.1526, -0.2414], [-3.9819, -0.4049, 0.0598], [-5.0237, 0.8496, -0.2985], [-5.5564, -0.5765, 0.4111], [-5.1617, -0.5510, -1.1354], [-1.5031, -3.2256, 0.2817], [-3.5266, -1.1150, 3.5202], [0.2728, -1.1439, -0.7396], [-0.0799, -0.0424, 0.1185], [-1.6149, 0.3930, 0.4491], [-2.5110, -0.6077, 0.9412], [0.4779, 0.7975, -0.2957], [0.4729, -0.1176, 1.0550], [-2.0968, 0.8502, -0.4151], [-1.6318, 1.1735, 1.2098], [1.5729, 3.3287, -1.7022], [1.4144, 2.8784, -3.0799], [1.9540, 4.3456, -1.6084], [0.6142, 3.3447, -1.1837], [2.1646, 2.6066, -1.1396], [1.1539, 1.9557, -3.0315], [3.5425, -1.2329, 0.8975], [2.9099, -2.0621, -0.0308], [2.8511, -0.8308, 1.6381], [4.2394, -1.7998, 1.5147], [4.0429, -0.3851, 0.4296], [2.1723, -1.5488, -0.3685], [0.8210, -2.0033, 4.1892], [-0.4230, -2.3133, 4.6966], [1.3469, -2.9530, 4.0922], [0.7250, -1.5906, 3.1849], [1.3824, -1.4566, 4.9469], [-0.9068, -2.7228, 3.9756], [-2.5374, 0.9599, -3.4270], [-2.1711, -0.4247, -3.3529], [-2.2268, 1.4864, -4.3294], [-3.5890, 1.1964, -3.2646], [-1.9457, 1.4401, -2.6477], [-1.2173, -0.4450, -3.2458], [0.3774, -3.9140, -3.5950], [0.1414, -3.6668, -2.2065], [-0.4841, -3.5670, -4.1655], [1.2648, -3.3970, -3.9601], [0.5492, -4.9726, -3.7900], [0.3748, -2.7704, -1.9544], [1.7337, 3.1907, 2.1913], [2.9466, 2.5261, 2.4165], [1.3861, 3.7487, 3.0607], [1.7865, 3.7129, 1.2360], [0.9692, 2.4264, 2.0518], [3.4970, 2.5412, 1.6301], [-0.5560, 1.3708, 4.1990], [-1.7006, 0.7379, 4.7299], [0.2698, 1.3774, 4.9104], [-0.2184, 0.8745, 3.2891], [-0.6947, 2.4288, 3.9767], [-1.9593, 1.1906, 5.5360], [1.6716, -0.3709, -3.9092], [0.7225, 0.2355, -3.0799], [2.1664, 0.4328, -4.4546], [2.4131, -0.9352, -3.3437], [1.2007, -1.0063, -4.6593], [0.6283, -0.0944, -2.1833]],
  "mulliken_charge": [-0.278, 0.246, 0.397, 0.366, 0.385, 1.805, 1.816, -0.324, -0.162, 0.011, -1.236, -0.020, -0.285, -0.089, 0.354, -0.595, -0.571, 0.388, 0.254, 0.175, 0.432, -0.519, -0.518, 0.077, 0.334, 0.258, 0.313, -0.020, -0.439, 0.381, -0.296, 0.294, 0.186, -0.498, -0.537, 0.299, 0.274, 0.092, 0.345, -0.735, -0.528, 0.343, 0.242, 0.316, 0.290, 0.074, -0.534, 0.301, 0.279, -0.403, 0.310, -0.398, -0.438, 0.437, -0.195, 0.451, 0.272, -0.755, -0.559, 0.352, 0.323, 0.245, 0.216]
}

***

[4]
{
  "formula": "C4H5N3",
  "method": "the ωB97M-V functional and the def2-TZVPD basis",
  "homo_lumo_gap_ev": 10.49,
  "smiles": "CNC1=N[C@H]1C#N",
  "relative_energy_kj_mol": 279.43,
  "lumo_ev": 0.540,
  "symbols": ["C", "N", "C", "N", "C", "C", "N", "H", "H", "H", "H", "H"],
  "xyz": [[1.8400, 0.6395, -0.1885], [0.6258, 0.2495, -0.8959], [-0.5752, 0.2581, -0.2858], [-1.7747, 0.6126, -0.4208], [-1.4167, -0.2897, 0.7607], [-1.9391, -1.6435, 0.6542], [-2.3888, -2.7021, 0.5227], [1.5902, 1.1492, 0.7463], [2.3918, 1.3522, -0.8090], [2.4836, -0.2166, 0.0289], [0.5954, 0.4641, -1.8782], [-1.4323, 0.1266, 1.7654]],
  "mulliken_charge": [-0.775, -0.168, 0.187, -0.523, 0.006, 0.171, -0.393, 0.286, 0.302, 0.272, 0.275, 0.361]
}

***

[5]
{
  "formula": "C37H68NO10P",
  "method": "the ωB97M-V functional and the def2-TZVPD basis",
  "homo_lumo_gap_ev": 7.62,
  "smiles": "CCCC1=CC(=O)C=C(P(N)O)C1=O.C1CCOC1.C1CCOC1.C1CCOC1.C1CCOC1.C1CCOC1.C1CCOC1.C1CCOC1",
  "lumo_ev": -0.876,
  "symbols": ["C", "C", "C", "C", "C", "C", "O", "C", "C", "P", "N", "O", "C", "O", "H", "H", "H", "H", "H", "H", "H", "H", "H", "H", "H", "H", "C", "C", "C", "O", "C", "H", "H", "H", "H", "H", "H", "H", "H", "C", "C", "C", "O", "C", "H", "H", "H", "H", "H", "H", "H", "H", "C", "C", "C", "O", "C", "H", "H", "H", "H", "H", "H", "H", "H", "C", "C", "C", "O", "C", "H", "H", "H", "H", "H", "H", "H", "H", "C", "C", "C", "O", "C", "H", "H", "H", "H", "H", "H", "H", "H", "C", "C", "C", "O", "C", "H", "H", "H", "H", "H", "H", "H", "H", "C", "C", "C", "O", "C", "H", "H", "H", "H", "H", "H", "H", "H"],
  "xyz": [[4.0632, -0.2680, -6.4738], [4.5688, -1.6153, -5.7847], [6.1394, -1.4341, -5.3774], [6.1533, -0.9867, -3.8524], [6.2632, 0.3251, -3.3559], [6.1853, 0.4677, -1.7612], [6.8940, 1.2567, -1.1273], [5.1010, -0.4998, -1.0817], [4.9846, -1.8048, -1.5763], [3.7637, -3.1234, -0.9988], [2.2162, -2.6643, -1.7849], [4.1241, -4.6508, -1.7110], [5.9786, -2.1766, -2.7860], [6.5441, -3.2711, -2.8940], [4.3022, -0.3452, -7.5881], [4.6152, 0.6077, -5.9793], [2.9542, -0.1371, -6.2899], [3.9946, -1.7194, -4.7936], [4.3722, -2.5612, -6.3732], [6.5775, -0.5976, -6.0245], [6.7064, -2.4154, -5.5297], [6.3595, 1.2020, -4.0589], [4.4121, -0.1503, -0.2554], [2.1466, -3.2751, -2.6245], [2.3513, -1.7200, -2.1990], [4.1603, -4.4841, -2.6787], [2.5781, 4.1176, -4.3310], [3.6184, 3.6029, -3.3586], [3.0853, 2.2221, -3.0322], [2.3890, 1.7612, -4.1888], [2.2202, 2.8583, -5.0967], [2.9384, 4.9205, -4.9759], [1.7043, 4.4851, -3.7833], [4.5875, 3.5212, -3.8622], [3.7455, 4.2300, -2.4751], [2.3728, 2.2598, -2.2008], [3.8770, 1.5122, -2.7807], [2.9000, 2.7037, -5.9423], [1.1949, 2.8686, -5.4721], [-2.1803, -2.2905, -0.5711], [-2.4299, -3.4246, -1.5421], [-2.0793, -2.7831, -2.8721], [-1.0676, -1.8028, -2.6049], [-0.9761, -1.6085, -1.1835], [-2.0051, -2.6194, 0.4537], [-3.0374, -1.6072, -0.5707], [-1.7419, -4.2502, -1.3326], [-3.4492, -3.8141, -1.5119], [-2.9432, -2.2651, -3.3042], [-1.7063, -3.5060, -3.6018], [-0.0443, -2.0687, -0.8414], [-0.9397, -0.5395, -0.9595], [-0.0964, -3.6961, 4.2557], [-0.4620, -2.2735, 4.6224], [-0.6570, -1.6380, 3.2601], [-1.1229, -2.6717, 2.3820], [-0.9629, -3.9391, 3.0343], [-0.2761, -4.4165, 5.0552], [0.9617, -3.7478, 3.9796], [-1.4053, -2.2641, 5.1781], [0.2933, -1.7669, 5.2248], [0.2885, -1.2587, 2.8589], [-1.3808, -0.8192, 3.2788], [-1.9584, -4.2979, 3.3188], [-0.5196, -4.6565, 2.3403], [2.5770, 2.9695, 2.1603], [3.6119, 2.4591, 3.1409], [3.0632, 1.0892, 3.4923], [2.3559, 0.6180, 2.3373], [2.1995, 1.7044, 1.4150], [2.9460, 3.7574, 1.5017], [1.7091, 3.3563, 2.7042], [4.5798, 2.3571, 2.6395], [3.7459, 3.1009, 4.0131], [2.3505, 1.1473, 4.3222], [3.8484, 0.3776, 3.7572], [2.8736, 1.5269, 0.5687], [1.1724, 1.7261, 1.0437], [-4.0092, 0.7631, 6.8568], [-3.8107, 0.8501, 8.3551], [-2.7220, -0.1800, 8.5887], [-1.9197, -0.2111, 7.4009], [-2.5958, 0.5157, 6.3668], [-4.4611, 1.6552, 6.4205], [-4.6443, -0.0954, 6.6155], [-3.4460, 1.8467, 8.6237], [-4.7157, 0.6517, 8.9311], [-3.1451, -1.1798, 8.7344], [-2.0941, 0.0607, 9.4493], [-2.0582, 1.4580, 6.2134], [-2.5678, -0.0566, 5.4368], [-3.5474, 3.1364, -0.4269], [-3.3523, 3.2344, 1.0703], [-2.2545, 2.2167, 1.3112], [-1.4494, 2.1852, 0.1246], [-2.1315, 2.9001, -0.9150], [-4.0078, 4.0216, -0.8687], [-4.1732, 2.2711, -0.6631], [-2.9980, 4.2366, 1.3336], [-4.2563, 3.0302, 1.6462], [-2.6685, 1.2137, 1.4621], [-1.6298, 2.4686, 2.1718], [-1.6025, 3.8467, -1.0740], [-2.0974, 2.3226, -1.8414], [-6.6849, -1.2109, -1.8132], [-7.9488, -0.5967, -1.2503], [-7.3974, 0.3690, -0.2189], [-6.1170, 0.8013, -0.6986], [-5.7298, -0.0334, -1.7996], [-6.8113, -1.6447, -2.8062], [-6.3216, -1.9949, -1.1407], [-8.4745, -0.0446, -2.0359], [-8.6403, -1.3253, -0.8246], [-7.2448, -0.1248, 0.7468], [-8.0443, 1.2361, -0.0679], [-5.8173, 0.5593, -2.7168], [-4.6878, -0.3388, -1.6805]],
  "mulliken_charge": [-0.789, 0.065, -1.131, 0.531, -0.310, 0.165, -0.585, -0.110, 0.464, 0.070, -0.393, -0.473, -0.080, -0.558, 0.344, 0.041, 0.270, -0.144, 0.364, 0.426, 0.313, 0.407, 0.330, 0.285, 0.160, 0.310, -0.576, -0.571, 0.981, -0.351, -0.533, 0.379, 0.247, 0.224, 0.416, -0.040, -0.735, 0.260, 0.294, 0.800, -0.628, -0.498, -0.431, -0.229, -0.236, -0.269, 0.267, 0.363, 0.215, 0.329, 0.202, 0.223, -0.723, -0.364, 0.088, -0.399, -0.573, 0.350, 0.305, 0.158, 0.367, 0.061, -0.039, 0.326, 0.309, -0.596, -0.606, -0.504, -0.338, 0.790, 0.389, 0.245, 0.250, 0.365, 0.296, 0.311, -0.505, -0.024, -0.661, -0.538, -0.466, -0.376, 0.019, 0.366, 0.291, 0.252, 0.344, 0.281, 0.260, 0.229, -0.023, 0.152, -0.682, -0.266, -0.266, -0.511, 0.396, -0.376, 0.321, 0.373, 0.129, 0.219, 0.247, 0.313, -0.463, -0.610, -0.497, -0.404, 0.015, 0.384, 0.219, 0.267, 0.354, 0.276, 0.282, 0.281, -0.151]
}